Here is 5 unconnected molecules or ions with the total composition C30H31Cl4N2O3 in a non-equilibrium geometry from OMol25. Energies are from the ωB97M-V functional and the def2-TZVPD basis.

Output
Kohn-Sham gap ... 4.46 eV
Charge ... +1
LUMO level ... -5.08 eV
2S+1 ... 1

Cartesian coordinates (Å):
C1 -2.839798 -1.912081 -2.806094
N1 -1.701601 -2.187747 -1.879812
C2 -1.299461 -3.464923 -1.663128
C3 -0.427624 -3.716114 -0.616334
C4 0.134330 -2.662470 0.120405
C5 -0.265351 -1.373428 -0.200003
C6 -1.213271 -1.170869 -1.186484
C7 1.183516 -2.872190 1.172701
C8 1.181221 -4.025266 1.963342
C9 2.072185 -4.191558 2.999278
N2 3.042385 -3.272222 3.181973
C10 3.095749 -2.151278 2.449010
C11 2.150539 -1.933453 1.472071
C12 3.944415 -3.396121 4.375258
H1 -3.562513 -1.351733 -2.200276
H2 -3.341585 -2.838978 -3.070199
H3 -2.357398 -1.393984 -3.627937
H4 -1.656592 -4.270421 -2.283867
H5 -0.133169 -4.734328 -0.401929
H6 0.040414 -0.561397 0.448116
H7 -1.626555 -0.177700 -1.350020
H8 0.476186 -4.820930 1.762489
H9 2.054885 -5.046386 3.657816
H10 3.746259 -1.351055 2.770268
H11 2.071838 -0.960947 0.998798
H12 4.805958 -2.790805 4.098773
H13 4.336985 -4.407725 4.409639
H14 3.398068 -2.994039 5.220645
O1 -3.796057 0.581036 -0.932204
H15 -3.022923 0.501141 -0.364231
Cl1 -1.276210 1.246068 -4.303469
C13 -3.046340 1.455544 -4.176481
C14 -3.475390 2.891270 -3.831095
Cl2 -2.624819 4.076187 -4.844053
H16 -3.465947 0.759035 -3.448543
H17 -3.539911 1.115790 -5.089174
H18 -3.063852 3.092596 -2.844931
H19 -4.553934 2.984228 -3.889417
Cl3 -7.499010 -1.711410 -2.893381
C15 -6.928727 -0.505093 -1.656599
C16 -6.659427 -1.186332 -0.359325
Cl4 -8.059771 -2.160249 0.205067
H20 -7.651930 0.303212 -1.600884
H21 -5.982289 -0.188146 -2.088854
H22 -6.454665 -0.486080 0.446044
H23 -5.751404 -1.766051 -0.521798
C17 6.104371 1.344600 2.259003
C18 6.511290 2.583289 1.782829
C19 5.590290 3.538595 1.358682
C20 4.241756 3.205439 1.294685
C21 3.793345 1.920285 1.757680
C22 4.755431 1.052141 2.215243
C23 2.368230 1.503149 1.684450
O2 2.001725 0.439180 2.154981
C24 1.490370 2.383333 0.865310
C25 0.233194 1.930670 0.550414
C26 -0.639874 2.645897 -0.277591
C27 -0.187042 3.850321 -0.786578
C28 1.056949 4.392697 -0.398822
C29 1.897149 3.656322 0.408417
C30 3.248804 4.156400 0.725891
O3 3.633447 5.264081 0.410936
H24 6.857296 0.710298 2.703815
H25 7.570656 2.805573 1.790100
H26 5.864219 4.532868 1.036721
H27 4.381267 0.125222 2.641745
H28 -0.199911 1.116776 1.123307
H29 -1.572485 2.180668 -0.579676
H30 -0.784570 4.326305 -1.554175
H31 1.326687 5.363293 -0.788538

Forces on the atoms, in the same order (eV/Å):
C 0.361 -0.317 0.527
N -0.770 -1.283 -0.419
C 0.653 0.550 1.257
C 0.354 -0.082 -0.224
C 0.267 0.193 -0.302
C -0.049 -0.494 0.645
C 0.307 0.794 0.671
C -0.377 -0.884 0.361
C -0.214 -0.539 -0.098
C 0.180 0.279 -0.862
N -0.013 -0.118 0.924
C -0.971 -0.063 0.169
C -0.282 0.336 -0.964
C 0.306 0.448 -1.648
H 0.214 0.825 -0.225
H 0.435 -0.160 -0.288
H -0.693 0.238 -0.307
H -0.355 0.217 -0.128
H -0.046 -0.050 -0.205
H 0.087 0.040 -0.500
H -0.289 -0.173 -0.443
H -0.129 0.067 0.238
H 0.100 0.006 0.027
H 0.156 -0.536 -0.126
H 0.576 -0.613 -0.136
H -0.017 0.219 0.505
H -0.478 -0.151 0.509
H 0.265 -0.353 0.316
O 0.576 -0.607 -0.592
H -0.285 0.177 0.460
Cl -0.310 -0.214 0.228
C -1.389 -0.025 -0.410
C 1.558 -1.018 0.469
Cl -0.334 0.310 -0.459
H 0.455 0.382 0.660
H 0.592 0.327 -0.456
H -0.659 0.010 0.253
H 0.025 0.178 0.012
Cl -0.011 0.248 0.099
C -0.023 -0.134 -0.915
C 0.198 -0.041 0.339
Cl 0.381 -0.020 0.015
H -0.044 -0.101 -0.084
H -0.028 0.508 0.411
H 0.068 0.205 -0.230
H -0.309 -0.526 0.428
C -0.015 0.829 -0.247
C 0.208 0.293 0.186
C -0.471 -0.413 -0.227
C -0.761 -1.526 0.780
C 0.846 1.640 -0.710
C -0.283 -1.141 1.004
C 0.631 0.960 -0.638
O -0.336 0.809 0.617
C 0.108 0.202 0.328
C -1.522 0.240 0.578
C 1.095 -0.379 -0.051
C 0.239 0.001 -0.277
C -1.133 -0.325 -0.465
C 0.029 -0.522 0.192
C 1.094 0.652 -0.554
O -0.532 0.012 0.124
H -0.197 -0.355 -0.136
H -0.037 0.185 0.005
H 0.199 -0.036 -0.041
H 0.344 0.326 -0.138
H 0.366 -0.202 -0.240
H -0.240 0.356 0.084
H 0.010 0.359 0.203
H 0.320 -0.017 0.121

What are the natural (NBO) partial charges on each atom? They are as follows, in elementary charge units: number 1, C, carries -0.44; number 2, N, carries -0.24; number 3, C, carries 0.09; number 4, C, carries -0.21; number 5, C, carries -0.01; number 6, C, carries -0.16; number 7, C, carries 0.10; number 8, C, carries 0.04; number 9, C, carries -0.20; number 10, C, carries 0.08; number 11, N, carries -0.27; number 12, C, carries 0.16; number 13, C, carries -0.20; number 14, C, carries -0.41; number 15, H, carries 0.31; number 16, H, carries 0.22; number 17, H, carries 0.24; number 18, H, carries 0.25; number 19, H, carries 0.24; number 20, H, carries 0.24; number 21, H, carries 0.29; number 22, H, carries 0.25; number 23, H, carries 0.25; number 24, H, carries 0.23; number 25, H, carries 0.28; number 26, H, carries 0.23; number 27, H, carries 0.24; number 28, H, carries 0.25; number 29, O, carries -1.27; number 30, H, carries 0.37; number 31, Cl, carries -0.08; number 32, C, carries -0.40; number 33, C, carries -0.38; number 34, Cl, carries -0.06; number 35, H, carries 0.26; number 36, H, carries 0.21; number 37, H, carries 0.22; number 38, H, carries 0.24; number 39, Cl, carries -0.11; number 40, C, carries -0.36; number 41, C, carries -0.38; number 42, Cl, carries -0.07; number 43, H, carries 0.22; number 44, H, carries 0.25; number 45, H, carries 0.24; number 46, H, carries 0.21; number 47, C, carries -0.22; number 48, C, carries -0.16; number 49, C, carries -0.15; number 50, C, carries -0.10; number 51, C, carries -0.18; number 52, C, carries -0.09; number 53, C, carries 0.58; number 54, O, carries -0.63; number 55, C, carries -0.09; number 56, C, carries -0.19; number 57, C, carries -0.19; number 58, C, carries -0.16; number 59, C, carries -0.14; number 60, C, carries -0.16; number 61, C, carries 0.60; number 62, O, carries -0.51; number 63, H, carries 0.23; number 64, H, carries 0.23; number 65, H, carries 0.25; number 66, H, carries 0.16; number 67, H, carries 0.21; number 68, H, carries 0.25; number 69, H, carries 0.24; number 70, H, carries 0.25